Entry 1:
DFT (wB97M-V/def2-TZVPD) results for C27H36N9O6S5Sc as an isolated structure in a non-equilibrium geometry.

The calculation puts the HOMO-LUMO gap at 7.967 eV. For the HOMO energy, the calculation gives -7.75 eV. Its max |F| is 1.2 eV/Å. Its LUMO energy is 0.21 eV. The total energy is -129161.8909 eV.

Structure (ORCA input):
```
! RIJCOSX wB97M-V def2-TZVPD def2/J DEFGRID3
* xyz 0 1
Sc -0.384 0.195 -0.433
N 5.032 -3.597 -5.774
C 4.104 -3.409 -4.759
C 3.099 -2.446 -4.887
C 2.131 -2.309 -3.912
C 2.170 -3.130 -2.792
C 3.169 -4.078 -2.638
C 4.130 -4.219 -3.620
S 0.922 -2.969 -1.577
O -0.357 -3.074 -2.232
O 1.192 -3.890 -0.505
N 0.985 -1.409 -1.040
C 2.080 -1.057 -0.292
N 1.934 0.132 0.331
C 2.831 0.431 1.264
C 3.920 -0.363 1.535
C 4.071 -1.474 0.711
N 3.174 -1.825 -0.191
H 5.147 -2.836 -6.421
H 5.894 -4.048 -5.520
H 3.077 -1.807 -5.763
H 1.345 -1.569 -4.013
H 3.186 -4.686 -1.743
H 4.914 -4.961 -3.511
H 2.676 1.369 1.788
H 4.634 -0.106 2.303
H 4.953 -2.105 0.774
C -2.309 -7.163 2.183
C -2.197 -5.661 2.205
C -2.722 -4.931 3.275
C -2.586 -3.558 3.338
C -1.900 -2.902 2.318
C -1.420 -3.592 1.226
C -1.566 -4.973 1.179
S -1.631 -1.140 2.377
C -0.734 -1.108 3.923
O -0.501 -0.899 1.375
H -3.331 -7.484 2.392
H -1.666 -7.605 2.947
H -2.011 -7.566 1.217
H -3.241 -5.451 4.072
H -3.028 -3.008 4.161
H -0.913 -3.078 0.428
H -1.158 -5.504 0.327
H 0.164 -1.709 3.785
H -1.366 -1.510 4.712
H -0.480 -0.070 4.138
C -3.427 3.841 -5.201
C -3.496 2.502 -4.492
N -2.148 2.029 -4.203
C -1.831 0.801 -3.787
S -0.203 0.461 -3.387
N -2.833 -0.084 -3.717
C -2.637 -1.463 -3.287
C -3.861 -2.293 -3.631
H -4.426 4.154 -5.505
H -2.801 3.779 -6.092
H -3.022 4.613 -4.543
H -3.984 1.759 -5.126
H -4.066 2.582 -3.562
H -1.420 2.713 -4.070
H -3.706 0.325 -3.408
H -2.454 -1.513 -2.214
H -1.753 -1.853 -3.779
H -4.757 -1.911 -3.134
H -3.701 -3.321 -3.305
H -4.037 -2.294 -4.708
O -2.456 0.103 -0.003
S -2.803 1.512 -0.494
O -1.432 1.889 -1.049
O -3.801 1.463 -1.537
S -3.397 2.685 0.949
N -1.389 3.738 3.924
C -0.536 3.491 2.873
C -0.621 2.251 2.204
N 0.114 1.980 1.162
C 0.969 2.938 0.746
C 1.109 4.103 1.450
N 0.356 4.392 2.528
H -2.307 3.331 3.826
H -1.392 4.699 4.227
H -1.283 1.486 2.584
H 1.549 2.736 -0.144
H 1.840 4.844 1.155
*
```

Entry 2:
DFT (wB97M-V/def2-TZVPD) results for one molecule with the formula C3H6N2O2 in a non-equilibrium geometry.

The calculation puts the HOMO-LUMO gap (spin up / spin down) at 5.593 / 11.180 eV. For the HOMO energy (spin up / spin down), the calculation gives -5.11 / -11.28 eV. Its max |F| is 4.7 eV/Å. Its LUMO energy (spin up / spin down) is 0.48 / -0.10 eV. The total energy is -10277.1052 eV.

Structure (ORCA input):
```
! RIJCOSX wB97M-V def2-TZVPD def2/J DEFGRID3
* xyz 0 3
C -0.071 -0.387 -0.651
C 1.829 -0.621 0.891
C -1.209 0.572 -0.460
N 0.919 0.040 -1.632
N 2.065 0.099 -1.378
O 0.570 -0.260 0.687
O 2.727 -0.038 1.689
H -0.075 -1.498 -0.962
H 2.071 -1.518 0.552
H -0.872 1.476 -0.125
H -1.912 0.304 0.391
H -1.689 0.599 -1.418
H 2.189 0.661 2.122
*
```

Entry 3:
DFT (wB97M-V/def2-TZVPD) results for C26H7Cl100O2PS as an isolated structure in a non-equilibrium geometry.

The calculation puts the HOMO-LUMO gap at 8.477 eV. For the HOMO energy, the calculation gives -8.73 eV. Its max |F| is 6.3 eV/Å. Its LUMO energy is -0.25 eV. The total energy is -1303520.7781 eV.

Structure (ORCA input):
```
! RIJCOSX wB97M-V def2-TZVPD def2/J DEFGRID3
* xyz 0 1
O 2.855 -4.052 -0.285
O 1.830 -3.722 -1.018
C 0.793 -3.015 -0.242
P -0.896 -3.908 -0.220
S -2.870 -4.828 -0.204
H 2.565 -4.406 0.610
H 0.617 -1.979 -0.799
H 1.100 -2.780 0.863
H -1.403 -2.982 0.774
H -1.089 -3.632 -1.634
H -0.276 -5.189 0.123
H -3.701 -3.748 0.234
C -5.401 -3.648 -3.412
Cl -5.832 -5.339 -3.049
Cl -6.292 -3.106 -4.856
Cl -5.832 -2.615 -2.025
Cl -3.649 -3.534 -3.716
C 1.908 -0.151 3.016
Cl 1.910 1.220 1.877
Cl 0.797 -1.412 2.426
Cl 3.554 -0.821 3.141
Cl 1.372 0.411 4.619
C -0.492 4.049 5.552
Cl 0.374 5.559 5.937
Cl -2.137 4.435 4.989
Cl 0.384 3.173 4.271
Cl -0.586 3.031 7.011
C -1.392 -2.228 5.652
Cl -1.693 -0.632 4.920
Cl -2.550 -2.502 6.977
Cl -1.592 -3.496 4.416
Cl 0.269 -2.282 6.295
C -9.792 -6.428 -1.304
Cl -9.495 -7.967 -2.152
Cl -11.300 -5.698 -1.910
Cl -9.940 -6.732 0.445
Cl -8.432 -5.315 -1.601
C 5.300 3.231 2.298
Cl 6.001 4.655 1.489
Cl 6.489 2.550 3.437
Cl 3.835 3.715 3.189
Cl 4.875 2.004 1.079
C -7.900 -3.583 2.748
Cl -9.185 -2.390 3.064
Cl -8.080 -4.228 1.097
Cl -6.308 -2.798 2.909
Cl -8.026 -4.917 3.923
C -6.700 -10.273 -4.790
Cl -6.543 -11.997 -4.369
Cl -7.993 -9.537 -3.810
Cl -5.160 -9.439 -4.463
Cl -7.104 -10.118 -6.518
C -13.900 -2.519 -3.734
Cl -14.202 -0.923 -4.467
Cl -15.059 -2.793 -2.409
Cl -14.100 -3.787 -4.970
Cl -12.239 -2.573 -3.092
C -11.059 -6.151 6.912
Cl -12.552 -6.876 6.265
Cl -9.867 -7.436 7.236
Cl -10.390 -5.007 5.722
Cl -11.426 -5.287 8.426
C -2.659 -9.112 0.549
Cl -4.152 -9.837 -0.098
Cl -1.467 -10.397 0.873
Cl -1.990 -7.968 -0.641
Cl -3.026 -8.248 2.064
C -2.359 -7.572 -6.785
Cl -1.758 -6.800 -8.274
Cl -3.431 -8.929 -7.211
Cl -0.980 -8.181 -5.834
Cl -3.265 -6.379 -5.821
C 9.641 6.432 2.769
Cl 8.349 5.427 3.473
Cl 11.222 5.874 3.372
Cl 9.601 6.295 0.993
Cl 9.393 8.133 3.239
C 12.941 9.218 1.749
Cl 13.238 7.679 0.901
Cl 11.433 9.948 1.143
Cl 12.793 8.914 3.498
Cl 14.301 10.331 1.452
C -12.259 2.398 -3.048
Cl -12.101 0.674 -2.627
Cl -13.552 3.134 -2.067
Cl -10.718 3.232 -2.721
Cl -12.663 2.553 -4.776
C 6.641 8.360 -0.869
Cl 7.539 8.616 0.649
Cl 6.766 9.818 -1.885
Cl 7.332 6.968 -1.739
Cl 4.928 8.039 -0.499
C 8.441 13.525 -2.039
Cl 7.156 14.718 -1.724
Cl 8.261 12.881 -3.690
Cl 10.033 14.310 -1.879
Cl 8.316 12.192 -0.864
C 17.741 8.057 2.396
Cl 16.038 8.306 2.855
Cl 18.742 9.349 3.106
Cl 18.295 6.476 3.002
Cl 17.891 8.099 0.621
C -6.259 -5.957 8.158
Cl -5.962 -7.496 7.310
Cl -7.767 -5.227 7.552
Cl -6.407 -6.261 9.907
Cl -4.899 -4.844 7.861
C 10.541 2.443 0.388
Cl 8.838 2.692 0.847
Cl 11.542 3.734 1.099
Cl 11.095 0.861 0.994
Cl 10.691 2.484 -1.386
C -5.959 -15.932 -4.634
Cl -7.724 -15.849 -4.410
Cl -5.409 -17.611 -4.399
Cl -5.543 -15.396 -6.281
Cl -5.159 -14.873 -3.445
C 5.741 17.245 1.079
Cl 5.310 15.554 1.442
Cl 4.851 17.787 -0.366
Cl 5.311 18.278 2.465
Cl 7.493 17.359 0.775
C 2.441 7.536 2.645
Cl 1.149 6.531 3.349
Cl 4.022 6.978 3.248
Cl 2.401 7.399 0.869
Cl 2.193 9.237 3.115
C 11.741 12.837 -5.478
Cl 13.151 12.963 -6.561
Cl 12.174 11.860 -4.052
Cl 11.248 14.467 -4.954
Cl 10.394 12.059 -6.345
C -6.859 -12.929 -9.460
Cl -7.410 -13.986 -8.136
Cl -5.589 -11.834 -8.856
Cl -6.203 -13.926 -10.783
Cl -8.232 -11.969 -10.065
*
```

What is the formula in the third record? C26H7Cl100O2PS

Number 1 is which compound? C27H36N9O6S5Sc

Among the records above, which one has the highest max |F|? C26H7Cl100O2PS